{"formula": "C6H5NOS2", "method": "ωB97M-V/def2-TZVPD", "charge": 0, "de_lowest_ev": 6.468, "e_homo_ev": -8.9, "elements": ["C", "C", "C", "C", "C", "C", "H", "H", "H", "H", "H", "N", "O", "S", "S"], "xyz": [[-2.333, 0.600, 0.255], [-0.885, 0.454, 0.137], [-0.208, -0.676, 0.084], [1.215, -0.663, -0.192], [2.035, 0.389, -0.125], [3.553, -0.112, -0.239], [-1.887, -1.517, -0.457], [-2.617, 1.266, -0.659], [-2.816, 0.847, 1.163], [-0.779, -1.529, 0.372], [1.654, -1.700, -0.411], [4.676, -0.621, 0.096], [-3.097, -0.666, 0.047], [1.751, 1.966, 0.358], [-0.261, 1.962, -0.429]]}